(1)
Entry from OMol25: a structure of composition C10H14N3NiO5 in a non-equilibrium geometry (ωB97M-V with the def2-TZVPD basis set).

Its highest occupied orbital energy (alpha / beta) is -11.3 / -13.1 eV. The HOMO-LUMO gap (alpha / beta) is 6.29 / 8.00 eV.

```
! wB97M-V def2-TZVPD RIJCOSX def2/J DEFGRID3
* xyz 1 3
O 1.335 -0.942 -6.561
C 1.200 -1.203 -5.358
Ni 0.812 -0.993 -0.362
O -0.946 -0.258 -4.171
C -0.086 -0.917 -4.625
C -0.348 -2.348 -0.591
O -1.167 -3.014 -1.059
C 2.417 -2.012 -3.220
O 3.106 -2.563 -2.427
C 2.163 -2.062 -4.659
O 2.860 -2.851 -5.327
H 1.220 -1.243 -1.703
C -0.326 -0.359 4.057
N -0.665 0.629 3.019
C -0.981 1.967 3.512
C -0.188 0.467 1.747
N 0.580 -0.545 1.417
N -0.508 1.378 0.765
C -1.849 1.913 0.703
C 0.136 1.220 -0.562
H -0.931 -0.155 4.964
H 0.759 -0.332 4.278
H -0.573 -1.360 3.681
H -0.429 2.735 2.965
H -2.045 2.205 3.377
H -0.715 2.046 4.578
H 0.922 -1.123 2.188
H -1.764 3.000 0.835
H -2.335 1.668 -0.254
H -2.475 1.474 1.484
H 1.230 1.123 -0.425
H -0.281 0.330 -1.131
H -0.127 2.125 -1.136
*
```

(2)
Entry from OMol25: the molecule C3H6N2O (ωB97M-V with the def2-TZVPD basis set).

Its highest occupied orbital energy is -9.4 eV. The HOMO-LUMO gap is 9.81 eV. As for the SMILES: [H]/N=C(/C=O)NC.

```
! wB97M-V def2-TZVPD RIJCOSX def2/J DEFGRID3
* xyz 0 1
H -1.478 -2.065 0.897
N -1.841 -1.179 0.534
C -0.876 -0.439 0.147
C -1.207 0.901 -0.476
O -0.779 1.934 -0.016
N 0.483 -0.713 0.219
C 1.494 0.270 -0.172
H -1.782 0.888 -1.414
H 0.726 -1.224 1.052
H 1.898 0.080 -1.172
H 2.304 0.286 0.557
H 1.058 1.260 -0.156
*
```

Looking at ΔE to the lowest compared entry with this formula, charge and spin for the records above, in order, we have 71.8, 44.5 kcal per mole.
Looking at energy for the records above, in order, we have -66334.482, -8234.767 eV.